Entry 1:
C25H38N7O2P2SbScSe5 | wB97M-V/def2-TZVPD

As for the gap between HOMO and LUMO (alpha / beta): 5.797 / 5.647 eV. Its charge is -1. The LUMO energy (alpha / beta) is 1.31 / 1.22 eV. The HOMO energy (alpha / beta) comes out at -4.49 / -4.43 eV.

Geometry (Å):
Sc1 -0.01779 0.69668 -1.04705
N1 -2.80232 2.08890 0.79983
N2 -3.76303 1.29576 0.20499
C1 -3.42092 0.33654 -0.68097
N3 -4.44248 -0.35981 -1.22996
N4 -2.15641 0.18182 -1.01428
N5 -1.79730 -0.87540 -1.87815
O1 -2.56203 -1.68516 -2.46614
O2 -0.43656 -0.95676 -2.04073
H1 -2.90663 2.18695 1.80477
H2 -2.73030 2.99988 0.36608
H3 -4.73807 1.40003 0.43483
H4 -5.31991 -0.37916 -0.74175
H5 -4.15085 -1.15056 -1.80226
C2 3.16548 -0.57690 -2.52938
P1 2.56070 -0.43252 -0.80696
C3 2.59486 -2.25561 -0.33790
N6 3.36043 -3.01160 -1.07703
C4 3.41910 -4.34220 -0.81110
C5 4.30836 -5.16837 -1.54057
C6 4.39163 -6.49694 -1.24592
C7 3.58056 -7.06323 -0.22848
C8 2.70681 -6.28657 0.47332
C9 2.61857 -4.90071 0.19212
N7 1.78994 -4.11478 0.92874
C10 1.78336 -2.82636 0.70848
P2 0.75135 -1.74090 1.81393
C11 1.59718 -2.18209 3.39548
C12 -0.89549 -2.66774 1.92909
C13 -0.90088 -3.82929 2.92406
C14 -1.90356 -1.58487 2.35192
C15 -1.25203 -3.19392 0.53870
C16 4.01416 0.30328 0.09172
C17 3.72250 0.17629 1.59310
C18 4.07973 1.78245 -0.31545
C19 5.32422 -0.41474 -0.23670
H6 4.02120 -1.24528 -2.58975
H7 3.43997 0.41588 -2.88763
H8 2.36674 -0.97898 -3.15300
H9 4.92400 -4.71219 -2.30507
H10 5.08451 -7.12810 -1.78763
H11 3.67233 -8.11792 -0.00222
H12 2.08736 -6.68417 1.26687
H13 2.07324 -3.15962 3.31893
H14 0.86067 -2.17418 4.19499
H15 2.32226 -1.41200 3.65730
H16 -0.84450 -3.47846 3.95443
H17 -0.07713 -4.51470 2.72631
H18 -1.84015 -4.38376 2.81606
H19 -1.82183 -1.34982 3.41318
H20 -2.92529 -1.92079 2.14093
H21 -1.73411 -0.66010 1.79376
H22 -0.63318 -4.04885 0.26819
H23 -1.11832 -2.44123 -0.24017
H24 -2.29881 -3.51084 0.51595
H25 2.69400 0.46278 1.81463
H26 4.36494 0.83893 2.17418
H27 3.87448 -0.85601 1.92349
H28 3.08793 2.23231 -0.38398
H29 4.56805 1.91085 -1.28400
H30 4.62745 2.35115 0.43882
H31 5.22122 -1.49897 -0.17831
H32 6.07844 -0.11134 0.49504
H33 5.69427 -0.16028 -1.23081
Se1 0.27466 2.91157 -1.75513
C20 -0.21308 3.00269 -3.69053
C21 -1.53346 3.26395 -4.04962
C22 -1.91402 3.27035 -5.38645
C23 -0.98017 3.01015 -6.37844
C24 0.33666 2.75014 -6.02914
C25 0.71844 2.73741 -4.69371
H34 -2.25946 3.47261 -3.27401
H35 -2.94508 3.47998 -5.64391
H36 -1.27551 3.01342 -7.42030
H37 1.07557 2.55928 -6.79812
H38 1.74752 2.53852 -4.42235
Se2 -1.70295 3.10552 4.06745
Sb1 0.44479 2.21689 3.25818
Se3 0.37820 2.01090 0.79031
Se4 2.50770 3.31828 3.90079
Se5 0.12656 0.50703 5.06776

Forces on atoms 1 to 2 (eV/Å):
0.157 -2.590 0.057
-0.030 0.159 -0.015

Entry 2:
C25H39As2I2O8PbS | wB97M-V/def2-TZVPD

As for the gap between HOMO and LUMO: 7.756 eV. Its charge is -1. The LUMO energy is 2.14 eV. The HOMO energy comes out at -5.62 eV.

Geometry (Å):
Pb1 -0.55714 1.28053 0.28925
O1 -2.00082 1.94484 -3.63597
C1 -1.75141 2.38544 -2.51891
O2 -2.15754 1.87493 -1.40887
C2 -0.94103 3.68984 -2.41939
C3 -1.15323 4.41326 -1.08610
C4 -0.69496 5.87083 -1.17417
C5 0.84720 5.70501 -1.17314
C6 0.98415 4.18325 -1.09245
O3 -0.12895 3.82986 -0.24915
C7 0.61611 3.53576 -2.44121
C8 1.20434 2.12766 -2.51306
O4 2.05112 1.87788 -3.36587
O5 0.85589 1.30464 -1.58511
H1 -1.25517 4.30447 -3.26303
H2 -2.12953 4.24783 -0.64140
H3 -1.07543 6.35787 -2.07189
H4 -1.02389 6.42313 -0.29510
H5 1.32714 6.10714 -2.06503
H6 1.28413 6.16743 -0.28901
H7 1.91254 3.82507 -0.65117
H8 1.05495 4.08830 -3.27019
C9 -2.53738 -0.66206 4.32382
As1 -2.43902 -0.45299 2.39497
C10 -4.38539 -0.35876 2.09876
C11 -2.16267 -2.31145 1.80525
C12 -1.96223 -3.34269 2.71822
C13 -1.81538 -4.65353 2.28783
C14 -1.84843 -4.94663 0.93286
C15 -2.01579 -3.91989 0.01493
C16 -2.17411 -2.60230 0.43374
As2 -2.36875 -1.11187 -0.83449
C17 -4.14396 -1.52795 -1.52455
C18 -1.34992 -1.74913 -2.36757
H9 -1.57092 -0.99027 4.70331
H10 -3.31848 -1.36758 4.61088
H11 -2.75886 0.31868 4.74456
H12 -4.87840 -1.29938 2.34575
H13 -4.58555 -0.10638 1.05850
H14 -4.78416 0.44137 2.72360
H15 -1.91579 -3.12868 3.77829
H16 -1.68343 -5.44631 3.01395
H17 -1.74240 -5.96944 0.59213
H18 -2.01900 -4.14993 -1.04533
H19 -4.16483 -2.56261 -1.86783
H20 -4.33457 -0.85797 -2.36301
H21 -4.90476 -1.37610 -0.76225
H22 -1.77964 -2.65667 -2.79352
H23 -0.31317 -1.91898 -2.08423
H24 -1.37519 -0.94680 -3.10704
O6 1.78963 -1.39267 3.48814
C19 1.57961 -0.20251 3.37690
O7 0.40403 0.33968 3.25897
H25 2.41412 0.52800 3.39081
C20 3.05719 -3.81421 -2.19911
C21 2.40143 -3.84465 -0.82253
C22 2.70135 -2.59848 0.00211
S1 1.97626 -1.11803 -0.76804
O8 1.17421 -0.55927 0.39443
C23 3.44448 -0.07460 -0.99783
C24 3.71620 0.86321 0.17037
C25 4.57442 0.24037 1.26625
H26 2.87515 -4.73936 -2.74676
H27 4.13909 -3.68730 -2.10880
H28 2.67462 -2.98899 -2.80300
H29 2.75226 -4.71869 -0.26840
H30 1.31759 -3.94853 -0.92937
H31 3.77688 -2.47095 0.13188
H32 2.22619 -2.62638 0.98428
H33 3.23342 0.47505 -1.91599
H34 4.27467 -0.76074 -1.18001
H35 2.75856 1.16416 0.60150
H36 4.18474 1.76898 -0.21989
H37 4.06197 -0.59947 1.74013
H38 4.79212 0.96882 2.04903
H39 5.52779 -0.11497 0.86607
I1 0.23409 2.59136 3.22208
I2 0.00160 5.43151 3.10622

Forces on atoms 1 to 2 (eV/Å):
-0.017 0.072 -0.874
0.074 -0.063 -0.001

Entry 3:
C25H39Cl18FI2N2S | wB97M-V/def2-TZVPD

As for the gap between HOMO and LUMO: 6.446 eV. Its charge is 0. The LUMO energy is -1.26 eV. The HOMO energy comes out at -7.70 eV.

Geometry (Å):
C1 -0.48077 1.94427 4.19440
C2 -2.00985 1.67361 4.71903
C3 -2.90385 0.67104 3.78178
C4 -4.55187 0.84156 4.00501
C5 -2.53054 0.67581 2.18713
C6 -2.22544 -0.73735 1.34531
C7 -2.31551 -2.23924 2.07640
C8 -0.88743 -2.74562 2.70088
C9 -0.37038 -4.20240 2.15659
F1 -1.43519 -5.09397 1.63593
C10 -1.85403 -0.76955 -0.27250
C11 -1.58662 -2.14691 -1.14495
C12 -0.01594 -2.61893 -1.18789
C13 0.36746 -2.78944 -2.79928
I1 1.32604 -1.23814 -0.11678
C14 -1.72273 0.64933 -1.14873
N1 -1.35814 0.86367 -2.60129
S1 -1.48265 2.62397 -2.76032
N2 -1.90716 3.33095 -1.18449
C15 -2.02700 2.04854 -0.35237
C16 -2.43767 2.05508 1.25069
I2 -2.87328 4.07295 2.08919
H1 -0.04995 0.92953 3.76356
H2 -0.37752 2.76150 3.35946
H3 0.14733 2.34238 5.12954
H4 -1.94868 1.21019 5.79901
H5 -2.63917 2.68348 4.81688
H6 -2.67090 -0.43365 4.17128
H7 -4.82747 0.09104 4.89170
H8 -5.10473 0.42111 3.05620
H9 -4.86327 1.92677 4.31234
H10 -3.08580 -2.21813 2.98849
H11 -2.79384 -2.95393 1.27956
H12 -0.00134 -1.95673 2.57742
H13 -1.02354 -2.85260 3.88169
H14 0.11412 -4.76413 3.07934
H15 0.47280 -4.12062 1.34407
H16 -1.91748 -1.88096 -2.26093
H17 -2.24628 -3.05858 -0.82662
H18 0.01366 -3.71976 -0.74845
H19 -0.39789 -3.55762 -3.27335
H20 0.23666 -1.74363 -3.35653
H21 1.43490 -3.24662 -2.93805
C17 2.06182 4.02444 -4.36940
Cl1 2.70853 2.37920 -4.38583
Cl2 0.64616 4.14087 -3.31710
H22 2.83361 4.70639 -4.00429
H23 1.77358 4.30359 -5.38576
C18 -3.50740 -5.58913 -2.33011
Cl3 -2.57054 -5.41435 -0.84112
Cl4 -2.56284 -5.08915 -3.73823
H24 -3.79521 -6.63660 -2.44840
H25 -4.40242 -4.96593 -2.26253
C19 -3.68927 5.39023 -3.85825
Cl5 -3.42286 6.40188 -5.28335
Cl6 -2.25296 5.35122 -2.82846
H26 -4.52678 5.79595 -3.28554
H27 -3.92233 4.37311 -4.18250
C20 -6.29177 -3.14906 -0.85674
Cl7 -7.50799 -3.23941 0.42310
Cl8 -4.86176 -2.26293 -0.31379
H28 -5.99644 -4.16255 -1.13898
H29 -6.72162 -2.63598 -1.72045
C21 4.57930 -3.56333 -2.11329
Cl9 4.30276 -2.24056 -3.25309
Cl10 3.05100 -4.19157 -1.48512
H30 5.11145 -4.36871 -2.62535
H31 5.18189 -3.19456 -1.27969
C22 3.21586 2.43689 4.83445
Cl11 2.16897 2.49621 6.25777
Cl12 2.28026 2.63696 3.34798
H32 3.95333 3.24042 4.90158
H33 3.72479 1.47033 4.80717
C23 7.29331 -0.49789 -5.43870
Cl13 8.44282 -0.55575 -6.78057
Cl14 8.04677 -1.03427 -3.93220
H34 6.94245 0.52954 -5.31493
H35 6.44779 -1.15165 -5.66610
C24 -2.00054 5.76371 5.98054
Cl15 -2.33131 4.87663 7.47353
Cl16 -0.47594 5.24078 5.25451
H36 -2.81253 5.58289 5.27201
H37 -1.93922 6.83094 6.20695
C25 11.38593 0.69269 -4.00022
Cl17 12.53544 0.63484 -5.34208
Cl18 12.13939 0.15631 -2.49372
H38 11.03507 1.72012 -3.87645
H39 10.54041 0.03894 -4.22762

Forces on atoms 1 to 2 (eV/Å):
-0.389 -0.083 0.625
-0.466 0.625 -0.098

Calculated values (g mol⁻¹) of molecular weight for the records, taken in order: 1092.09 1110.50 1310.63.